{
  "formula": "C46H42F9N4NaO3P2STe",
  "method": "the ωB97M-V functional and the def2-TZVPD basis",
  "multiplicity": 1,
  "e_tot_ev": -126069.956,
  "gap_ev": 4.3,
  "total_charge": -2,
  "relative_energy_kcal_mol": 6.4,
  "lumo_ev": 3.45,
  "symbols": ["C", "H", "H", "C", "H", "H", "H", "H", "C", "C", "C", "H", "H", "P", "C", "H", "H", "H", "C", "H", "C", "C", "C", "F", "C", "C", "H", "C", "C", "H", "H", "H", "H", "H", "S", "H", "H", "C", "C", "H", "H", "H", "C", "F", "P", "C", "H", "H", "C", "F", "O", "F", "C", "H", "C", "H", "H", "C", "C", "H", "H", "Te", "H", "C", "H", "C", "F", "C", "H", "H", "F", "C", "O", "C", "F", "H", "H", "H", "F", "H", "C", "Na", "C", "C", "O", "C", "C", "C", "C", "C", "H", "N", "C", "C", "N", "F", "C", "C", "C", "C", "C", "N", "H", "C", "N", "C", "H", "H", "C"],
  "positions_angstrom": [[4.503, 1.483, 1.400], [2.795, -1.002, 3.783], [-0.475, -4.132, -2.213], [0.581, -4.353, -2.106], [-0.272, 5.664, -2.585], [-4.287, 0.001, 3.881], [-2.810, 3.060, 2.654], [-4.101, -1.341, 1.974], [2.622, -0.972, -5.308], [2.693, -0.074, 1.855], [-1.946, -1.059, -4.464], [0.957, 4.907, 1.905], [0.340, -6.451, -2.488], [0.751, -1.616, -1.660], [2.387, -5.935, -2.106], [-5.142, 1.413, 3.206], [2.750, -6.951, -2.211], [-3.990, 1.867, 0.945], [1.461, -3.314, -1.820], [-3.083, 5.539, -2.752], [3.258, -0.288, 3.113], [-2.922, 4.700, -2.087], [-0.903, 1.393, 7.354], [-4.946, -0.548, -3.962], [-3.894, 4.208, -1.296], [-2.584, -0.103, -3.385], [1.349, 1.134, -2.344], [1.718, 0.530, -3.164], [-1.762, 2.964, 2.387], [4.972, 2.180, 0.714], [-4.888, 4.621, -1.272], [2.973, -1.570, -6.141], [4.326, -5.124, -1.657], [3.160, 0.901, -6.210], [-1.483, 0.005, 6.524], [-1.885, -0.064, 3.107], [-0.128, -3.433, 1.182], [0.909, -3.710, 1.357], [-0.650, 4.717, -2.977], [-1.539, 1.967, 8.009], [1.964, -2.678, -4.202], [4.809, 0.188, 4.501], [2.057, -1.599, -4.204], [-4.470, -0.133, -1.901], [1.102, -0.911, 1.352], [3.274, -4.908, -1.800], [-3.531, 1.593, 3.933], [2.637, -0.992, -0.513], [-2.852, 1.269, -4.119], [-3.339, 1.170, -5.377], [-0.244, 2.573, -1.372], [-3.906, -2.025, -2.768], [-1.213, 1.713, 2.094], [4.567, -4.692, 1.983], [2.573, -5.416, 1.658], [2.850, -6.462, 1.725], [1.926, 2.738, 1.454], [0.145, 1.562, 1.734], [-3.993, -0.704, -3.011], [0.493, -5.813, 1.303], [3.517, -2.817, -1.444], [0.256, -1.942, 4.441], [3.954, -2.334, 1.792], [2.813, -3.610, -1.668], [-5.251, -0.208, 1.223], [0.926, 0.655, 6.129], [-3.737, 2.017, -3.429], [3.532, -4.423, 1.798], [2.947, 1.015, 0.023], [-3.738, -0.594, 0.397], [-2.826, -1.492, -5.402], [2.733, 0.409, -5.344], [-4.427, 2.592, 0.338], [-4.191, -0.426, 1.373], [-0.953, -0.446, -5.126], [0.164, 4.001, -3.023], [1.934, 0.685, 5.739], [-1.463, 5.084, 2.526], [-1.725, 1.990, -4.204], [0.981, 2.441, 7.437], [4.405, 0.381, 3.513], [-0.730, 0.552, -0.613], [1.855, -2.695, 1.493], [1.254, -5.051, 1.429], [-1.835, 0.053, -2.331], [1.603, -0.861, -3.114], [-4.162, 0.943, 3.332], [-1.379, 3.034, -1.336], [-3.534, 3.067, -0.501], [-1.007, 4.122, 2.314], [-1.810, -0.253, 1.387], [1.638, -0.831, -0.431], [-2.086, 0.468, 2.165], [2.277, 1.156, -4.265], [-1.671, 4.171, -2.104], [-1.430, -2.156, -3.899], [0.404, 1.617, 7.038], [1.040, -5.655, -2.261], [0.332, 4.019, 1.963], [3.176, -3.085, 1.705], [0.023, -0.303, 5.750], [-2.361, 2.508, -0.555], [-1.062, 4.865, -3.976], [0.865, 2.766, 1.695], [-3.545, 0.709, 2.026], [5.028, 1.287, 2.667], [2.350, 2.237, -4.282], [5.903, 1.838, 2.994], [3.351, 0.814, 1.006]],
  "atomic_forces_ev_per_a": [[0.0188, 0.0129, 0.0508], [-0.0470, 0.0546, 0.0212], [-0.0137, 0.0032, 0.0118], [-0.0231, 0.0021, -0.0827], [0.0101, -0.0087, -0.0043], [0.0268, 0.0071, 0.0114], [-0.0145, 0.0152, -0.0488], [0.0169, -0.0163, -0.0215], [-0.0064, 0.0014, -0.0109], [-0.2454, 0.2752, 0.2560], [0.0031, -0.0630, 0.0137], [-0.0059, 0.0133, -0.0038], [-0.0013, -0.0020, -0.0006], [0.5092, -0.1257, 0.3427], [0.0172, -0.0128, 0.0003], [-0.0107, -0.0221, -0.0023], [-0.0021, -0.0036, 0.0132], [0.0321, 0.1257, 0.0851], [-0.0917, -0.0616, 0.0255], [0.0189, 0.0193, 0.0273], [-0.0153, -0.0754, 0.0519], [0.0510, 0.0514, 0.0155], [0.0329, 0.0332, 0.0139], [0.0347, -0.0258, 0.0107], [0.1186, -0.1130, 0.0449], [-0.2112, 0.0273, -0.1878], [0.0223, -0.0032, 0.0060], [-0.0646, 0.0225, 0.0427], [-0.2421, -0.1417, 0.1952], [0.0018, 0.0152, 0.0008], [-0.0149, -0.0011, 0.0095], [-0.0166, 0.0043, -0.0084], [0.0017, -0.0019, 0.0050], [0.0193, 0.0029, 0.0090], [-0.0947, -0.0174, 0.0272], [-0.0160, -0.0485, -0.0527], [-0.0129, -0.0001, 0.0512], [-0.0642, 0.0095, 0.0164], [0.0043, 0.0358, -0.0429], [-0.0037, 0.0216, 0.0017], [0.0213, 0.0001, 0.0117], [-0.0077, 0.0218, 0.0056], [-0.0425, -0.0414, -0.0361], [0.0051, 0.0024, -0.0240], [1.3395, -1.0230, -1.0693], [0.0051, -0.0219, -0.0264], [-0.0152, 0.0153, -0.0046], [0.0427, 0.2181, 0.0279], [0.0584, 0.0360, 0.0156], [-0.0020, -0.0095, 0.0000], [-0.0110, 0.2124, -0.3046], [-0.0021, 0.0286, 0.0033], [0.2169, 0.1489, 0.1134], [0.0102, 0.0023, -0.0217], [0.0196, 0.0044, 0.0284], [-0.0003, 0.0002, 0.0019], [-0.0373, 0.0070, -0.0760], [-0.1917, 0.2234, -0.3173], [-0.0335, 0.0335, 0.0264], [-0.0077, 0.0003, 0.0119], [-0.0038, -0.0048, 0.0345], [-0.1736, -0.0457, 0.2722], [-0.0126, -0.0047, 0.0527], [0.0074, 0.0365, 0.0012], [-0.0170, -0.0014, 0.0110], [0.0120, 0.0250, -0.0436], [0.0097, -0.0270, -0.0323], [-0.0104, -0.0665, -0.0240], [-0.0616, 0.0633, 0.0319], [-0.0036, 0.0037, -0.0206], [0.0164, -0.0004, -0.0075], [-0.0074, 0.0063, -0.0023], [0.0096, -0.0349, -0.0903], [-0.0337, -0.0649, 0.0756], [-0.0050, -0.0134, 0.0201], [-0.0054, -0.0085, -0.0024], [0.0110, -0.0202, 0.0019], [0.0093, 0.0058, 0.0177], [-0.0247, -0.0114, 0.0164], [-0.0088, 0.0228, -0.0115], [0.0166, 0.0256, 0.0613], [0.0484, 0.0326, 0.5958], [-0.2648, 0.1532, 0.1836], [0.0111, -0.0367, -0.0405], [-0.2704, -0.0712, -0.4354], [-0.0732, -0.0126, -0.0036], [-0.0210, -0.0306, -0.0050], [0.2846, 0.1668, 0.1781], [-0.1352, 0.0010, 0.3129], [0.0698, 0.0409, -0.0504], [0.0991, 0.1559, 0.0965], [-0.5779, -0.2789, 0.2158], [-0.0004, 0.0428, -0.0322], [0.0309, 0.0305, -0.0381], [-0.4211, -0.0244, -0.0091], [0.0240, 0.0347, 0.0049], [-0.0266, 0.0002, 0.0284], [-0.0201, -0.0088, -0.0205], [-0.0603, 0.0404, 0.0600], [0.1036, 0.0838, -0.0590], [-0.0031, -0.1015, -0.0673], [0.1357, 0.0435, -0.4518], [0.0133, 0.0150, 0.0028], [0.1593, -0.0577, 0.1344], [0.0427, 0.0397, -0.0886], [0.0035, -0.0117, -0.0408], [-0.0075, 0.0043, -0.0021], [0.0395, -0.0405, -0.0186], [0.0022, 0.0355, -0.0721]]
}

{
  "formula": "C6H13NS",
  "method": "the ωB97M-V functional and the def2-TZVPD basis",
  "multiplicity": 1,
  "e_tot_ev": -18757.554,
  "gap_ev": 9.5,
  "relative_energy_kcal_mol": 16.7,
  "lumo_ev": 0.89,
  "smiles": "CC[C@]1(C)SC[C@H]1N",
  "symbols": ["C", "H", "H", "S", "C", "H", "H", "H", "C", "H", "H", "H", "C", "H", "H", "C", "H", "H", "N", "H", "C"],
  "positions_angstrom": [[-0.090, -0.412, 0.396], [1.339, -1.911, 0.061], [-0.478, 0.366, 2.343], [-1.528, -1.626, 0.431], [-1.964, -0.438, -0.983], [3.079, -0.537, -1.218], [-2.946, -0.084, -1.038], [-2.085, 1.414, 0.993], [0.351, 0.069, 1.732], [2.821, -0.005, 0.364], [1.974, 0.829, -0.919], [1.089, 0.795, 1.692], [2.283, -0.138, -0.532], [-0.277, 0.975, -1.286], [-1.994, 2.282, -0.389], [1.040, -0.989, -0.408], [0.656, -1.211, -1.392], [0.755, -0.760, 2.317], [-1.400, 1.719, 0.249], [-1.714, -0.914, -1.892], [-0.910, 0.575, -0.520]],
  "atomic_forces_ev_per_a": [[-0.8462, 0.2971, -0.8209], [-0.0405, -0.7253, 0.0759], [-0.4938, 0.6701, 0.1674], [-0.0764, 1.0931, -0.6567], [1.6889, -0.7840, 1.3694], [-1.1030, 0.0756, 0.2768], [-1.5593, 0.4815, 0.2392], [1.1126, 0.1763, -0.9876], [-1.1060, -1.8312, 0.9235], [0.2892, 0.2901, 1.3869], [0.3198, 0.4164, -0.0324], [1.2372, 1.6261, -0.1650], [0.3438, 0.1779, -1.7164], [0.2245, 0.2226, -0.6810], [0.5919, -0.2680, 0.5242], [0.7064, -0.7367, -0.0088], [-0.0187, -0.3103, -0.4006], [0.2723, -0.2810, -0.2133], [-1.8092, 0.0883, 0.1114], [0.2839, -0.4923, -1.0759], [-0.0172, -0.1864, 1.6840]]
}

{
  "formula": "C20H29NO18",
  "method": "the ωB97M-V functional and the def2-TZVPD basis",
  "multiplicity": 1,
  "e_tot_ev": -59550.414,
  "gap_ev": 8.6,
  "lumo_ev": 0.39,
  "smiles": "CNC[C@H]1COC(=O)O1.O=C1OCCO1.O=C1OCCO1.O=C1OCCO1.O=C1OCCO1.O=C1OCCO1",
  "symbols": ["H", "O", "O", "O", "H", "H", "H", "C", "O", "C", "O", "H", "C", "H", "H", "H", "H", "C", "O", "H", "H", "C", "O", "C", "C", "H", "O", "O", "O", "C", "H", "H", "H", "C", "H", "C", "O", "H", "C", "H", "O", "N", "C", "O", "H", "C", "C", "O", "O", "H", "H", "H", "O", "H", "H", "C", "C", "H", "C", "C", "O", "H", "H", "C", "H", "O", "C", "H"],
  "positions_angstrom": [[-3.447, 3.594, -0.826], [-2.893, 1.831, 1.847], [-0.718, 3.284, -1.374], [2.963, 0.115, -6.874], [-2.809, -1.608, 0.092], [-4.253, -2.111, 1.007], [2.526, -0.828, -0.493], [-1.200, 2.011, -1.269], [2.437, -0.109, 6.068], [-2.927, 0.615, 1.764], [-2.517, 1.951, -1.624], [2.308, 2.156, 4.427], [-3.396, -1.431, 1.000], [4.570, 1.239, 0.733], [0.097, 0.059, 0.589], [1.343, 0.051, 2.121], [1.025, -1.551, 1.129], [3.157, 1.488, 4.606], [2.000, 1.631, -5.514], [1.937, 2.152, 0.255], [-6.757, -6.400, -0.284], [-2.967, 3.285, -1.760], [5.816, 1.878, -0.791], [5.539, 0.490, -1.292], [-2.573, -1.538, 2.242], [-1.745, 5.064, -1.639], [2.940, 0.277, 3.907], [4.294, 0.716, -2.079], [6.216, -0.636, -1.034], [-5.177, -4.532, 1.042], [3.989, -0.881, -5.374], [-3.172, -1.805, 3.119], [-3.691, 3.369, -2.576], [3.714, 0.133, -5.675], [1.249, 1.316, -1.289], [-7.029, -5.463, 0.212], [-5.696, -5.286, 2.055], [-1.755, -2.256, 2.138], [3.528, 1.754, -1.324], [3.323, 1.364, -3.941], [1.921, -1.686, 4.494], [2.310, -0.054, 0.178], [4.539, 2.141, -0.048], [-6.017, -4.505, -0.033], [4.399, 3.194, 0.449], [2.036, 1.112, -6.776], [-7.032, -5.586, 1.701], [-3.826, -0.083, 1.009], [-0.540, 1.052, -0.904], [-1.471, 4.087, -3.103], [-7.306, -6.591, 2.035], [4.627, 0.716, -5.838], [1.332, 1.490, -7.698], [-7.697, -4.859, 2.180], [2.133, 0.064, -4.199], [3.248, 1.050, 6.031], [2.154, 1.279, -0.529], [2.873, 1.808, 6.724], [2.391, -0.601, 4.796], [2.789, 0.785, -4.699], [-4.102, -3.957, 1.093], [4.268, 0.778, 6.321], [-7.991, -5.120, -0.179], [-1.710, 4.046, -2.035], [4.072, 1.976, 4.261], [-2.071, -0.227, 2.414], [1.105, -0.380, 1.053], [3.316, 2.681, -2.018]],
  "atomic_forces_ev_per_a": [[0.0856, -0.0926, -0.0536], [-0.0292, -2.2247, -0.2147], [-0.0368, -1.1893, 0.3022], [-0.8290, 0.6370, -0.1491], [-0.0332, 0.0124, 0.0821], [0.3963, 0.8953, -0.1069], [-0.5510, 1.2179, 0.6764], [0.4803, -1.4140, 0.5850], [-0.1964, -0.4117, -0.7849], [0.0502, 1.8030, 0.0066], [1.3092, -0.2634, 0.2374], [0.0442, -0.0611, 0.0262], [-0.6194, -0.7390, -0.6884], [-0.9410, 2.3007, -1.3043], [2.4398, -1.2113, 1.5028], [-0.7948, -0.8992, -2.1246], [0.1644, 2.3319, -0.0095], [0.2298, 0.9835, -0.4743], [-0.1208, -0.1460, -1.1021], [0.5478, -1.9270, -1.4906], [-0.0027, 0.0920, 0.0528], [-1.1562, 0.4632, 0.0070], [-0.2352, -3.0438, 0.4570], [1.7838, -2.2384, 1.1885], [0.2721, -1.1196, 0.4347], [0.1778, -0.2257, 0.0200], [-0.2516, -0.7133, 0.5413], [1.7611, -0.5681, 3.1887], [-4.9231, 8.1963, -2.3455], [1.8163, 0.7294, 0.1161], [-0.0829, 0.1455, -0.2108], [0.0421, 0.0162, -0.0741], [0.1306, -0.2144, 0.1360], [1.0091, -0.5471, 0.3064], [2.3837, -0.1704, 1.6761], [-0.8117, -0.4620, -0.7333], [0.7030, 0.6156, -0.7045], [-0.0566, 0.2740, 0.1034], [-0.4953, 0.9429, 2.9330], [-0.2789, -0.0765, -0.3557], [1.0845, 2.5239, 0.7018], [-0.6661, 0.7196, -0.6591], [0.1199, -2.0791, -1.4488], [0.8581, 0.2683, 0.7812], [0.6960, -2.0611, -1.4321], [-1.4465, 0.7698, -1.9058], [-0.8830, -0.4363, 0.6591], [0.7115, 1.1881, 0.7368], [-2.4672, 2.0025, -1.1535], [0.0000, -0.0280, 0.0920], [0.2035, 0.1919, 0.0551], [-0.0829, -0.0347, 0.0241], [1.5508, -0.8291, 2.0484], [0.0702, -0.0543, -0.0508], [0.0650, 0.0432, -0.0234], [0.4236, 0.5423, 0.8899], [-0.0909, 0.3735, -1.7041], [-0.0332, -0.2651, -0.0369], [-1.0418, -2.4291, -0.6815], [0.1155, 0.0696, 1.2260], [-2.3363, -2.0869, -0.0745], [-0.0790, 0.0177, -0.0442], [0.2756, 0.0649, -0.0330], [0.0206, 1.0784, -0.5248], [-0.1526, -0.1957, -0.0923], [-0.5395, 1.0940, -0.4571], [-0.2939, -0.2018, 0.1313], [0.5371, -1.9444, 1.3235]]
}